(1)
{"formula": "C7H18N2", "method": "wB97M-V/def2-TZVPD", "smiles": "C=C(C)CC.CC(N)N", "orbital_gap_ha": 0.373, "total_energy_ev": -10530.397, "homo_ha": -0.3382, "de_lowest_kcal_mol": 28.0, "charge": 0, "elements": ["C", "C", "N", "N", "H", "H", "H", "H", "H", "H", "H", "H", "C", "C", "C", "C", "C", "H", "H", "H", "H", "H", "H", "H", "H", "H", "H"], "xyz": [[-1.183558, -1.306806, 1.704516], [-2.445107, -1.133067, 0.877663], [-0.690447, 0.026318, 2.437245], [-0.164139, -1.956681, 0.974318], [-1.328950, -1.713016, 2.730867], [0.682089, -2.071668, 1.514836], [-1.468644, 0.480459, 2.904450], [-0.376929, 0.672102, 1.715570], [0.047365, -1.486840, 0.097522], [-3.233274, -0.673069, 1.469153], [-2.245078, -0.508461, 0.007247], [-2.791882, -2.104194, 0.533101], [2.030845, 0.803698, -1.400216], [-0.359444, 1.682948, -1.247044], [2.389636, 0.916145, 0.083926], [0.562719, 0.565099, -1.636268], [0.114506, -0.570145, -2.156801], [2.324370, 1.729006, -1.905411], [2.603789, -0.011936, -1.845776], [-0.077239, 2.601513, -1.766026], [-1.392534, 1.448345, -1.496788], [-0.298970, 1.885201, -0.175771], [1.916801, 1.782713, 0.541317], [2.070468, 0.027799, 0.625737], [3.466460, 1.021082, 0.201513], [0.781940, -1.366280, -2.447020], [-0.934795, -0.740267, -2.341860]], "forces_ev_per_angstrom": [[0.136, 2.079, 2.968], [0.236, -0.089, 0.357], [0.167, -0.663, -1.911], [0.232, -0.142, -0.085], [-0.526, -1.381, -1.293], [0.001, 0.049, 0.011], [-0.155, -0.129, -0.047], [0.003, 0.190, 0.058], [-0.054, -0.027, 0.156], [-0.038, 0.070, -0.011], [0.040, 0.073, -0.061], [-0.043, -0.085, -0.064], [0.015, -0.081, 0.088], [-0.015, -0.057, -0.055], [-0.011, 0.015, -0.181], [0.098, 0.083, 0.021], [-0.033, 0.014, -0.133], [0.022, -0.025, -0.048], [-0.012, 0.038, -0.048], [-0.004, 0.042, 0.024], [-0.036, 0.016, 0.021], [-0.025, 0.054, -0.004], [-0.018, 0.053, 0.090], [-0.013, -0.040, 0.081], [0.049, 0.022, 0.058], [0.176, -0.101, -0.023], [-0.193, 0.022, 0.031]], "mulliken_charge": [0.1664, -1.0211, -0.6769, -0.5568, 0.3859, 0.3124, 0.2408, 0.2076, 0.1876, 0.3807, 0.0759, 0.3052, -0.5305, -1.3818, -1.0476, 1.0233, -1.2037, 0.3176, 0.3140, 0.3974, 0.3158, 0.2570, 0.3029, 0.2006, 0.3798, 0.3165, 0.3311]}


(2)
{"formula": "C4H9NO", "method": "wB97M-V/def2-TZVPD", "orbital_gap_ha": 0.273, "total_energy_ev": -7828.566, "homo_ha": -0.2571, "de_lowest_kcal_mol": 86.6, "charge": 0, "elements": ["C", "C", "C", "O", "N", "C", "H", "H", "H", "H", "H", "H", "H", "H", "H"], "xyz": [[-0.091068, -0.320499, -2.235347], [0.111317, -0.713472, -0.775348], [-0.471637, 0.309502, 0.171723], [-1.041007, 1.316346, -0.151095], [-0.338906, 0.008301, 1.609436], [0.700606, 0.871796, 2.426913], [0.481375, 0.576692, -2.484161], [0.226294, -1.130492, -2.898668], [-1.144587, -0.104384, -2.436613], [-0.390110, -1.670119, -0.561812], [1.171860, -0.867521, -0.537627], [-0.093046, -0.967009, 1.776814], [1.662316, 0.611791, 1.951639], [0.454368, 1.891395, 2.089555], [-1.237774, 0.187673, 2.054590]], "forces_ev_per_angstrom": [[-0.002, 0.014, -0.060], [-0.001, 0.008, 0.013], [-0.151, 0.449, -0.219], [0.210, -0.576, 0.198], [-0.130, -0.141, 0.100], [0.120, 0.063, -0.365], [-0.075, -0.116, 0.060], [-0.008, 0.119, 0.130], [0.174, -0.041, 0.057], [0.079, 0.139, 0.012], [-0.153, 0.065, 0.036], [-0.075, 0.157, -0.044], [-0.117, 0.000, 0.008], [0.061, -0.157, 0.113], [0.067, 0.017, -0.037]], "mulliken_charge": [-1.1942, -0.2958, 0.3759, -0.5127, -0.1963, -0.8364, 0.3072, 0.3636, 0.3041, 0.3362, 0.3204, 0.3452, 0.1379, 0.2107, 0.3343]}


(3)
{"formula": "C5H11NO", "method": "wB97M-V/def2-TZVPD", "smiles": "C=C(N)/C=C/C.O", "orbital_gap_ha": 0.291, "total_energy_ev": -8897.735, "homo_ha": -0.2680, "de_lowest_kcal_mol": 91.4, "charge": 0, "elements": ["N", "C", "C", "C", "C", "C", "H", "H", "H", "H", "H", "H", "H", "H", "H", "H", "H", "O"], "xyz": [[-0.800147, 1.742171, -2.078879], [-0.031648, 1.058121, -1.076182], [-0.048226, 1.432177, 0.205339], [2.100890, -1.996125, -1.010469], [1.376932, -0.746884, -0.615107], [0.559319, -0.139154, -1.562276], [-1.369284, 1.220665, -2.693664], [-1.185063, 2.618032, -1.901511], [0.045735, 2.520529, 0.409116], [-0.168874, 0.826107, 1.081507], [2.676986, -2.290898, -0.146962], [1.471373, -2.938265, -1.040874], [2.649845, -1.792551, -1.909334], [1.622240, -0.396235, 0.370154], [0.103639, -0.601082, -2.418166], [-2.727161, -0.292054, 5.434890], [-3.242824, -0.471623, 4.174449], [-3.033738, 0.247063, 4.777965]], "forces_ev_per_angstrom": [[2.531, -0.105, 0.109], [-2.961, 0.780, -1.363], [0.291, 2.525, 0.927], [-1.277, -1.475, 1.607], [-1.108, -0.785, -3.725], [0.852, -1.592, 4.182], [-0.058, -0.852, -0.518], [-0.633, 1.359, 0.829], [-1.175, -0.609, -0.066], [1.071, -0.587, 0.004], [1.202, 0.126, -0.123], [0.177, 1.177, -0.798], [0.465, -0.493, -0.306], [-0.128, 0.875, -0.180], [0.751, -0.345, -0.577], [1.564, -1.578, 3.522], [-0.384, 0.405, -0.869], [-1.178, 1.173, -2.654]], "mulliken_charge": [-0.4863, 0.6747, -0.9775, -1.1621, -0.1041, -0.5252, 0.1848, 0.2067, 0.2192, 0.3918, 0.3455, 0.2743, 0.3158, 0.3670, 0.2757, 0.2930, 0.3132, -0.6066]}